# 1
DFT (ωB97M-V/def2-TZVPD) results for a cluster of 3 separate species, C22H29NO6 in total.

The geometry in XYZ format:
```
58
Properties=species:S:1:pos:R:3:nbo_charge:R:1
O 6.6270 -0.8477 -0.1646 -0.501
C 5.5476 -0.3435 -0.2812 0.686
N 4.3519 -1.1325 -0.5875 -0.703
C 3.2179 -0.3355 -0.9872 0.696
O 2.1503 -0.6672 -1.4119 -0.503
C 3.6917 1.1239 -0.6798 -0.138
C 5.0926 1.1442 -0.2196 -0.125
C 5.7951 2.3536 0.1782 -0.197
C 5.0412 3.6164 0.0694 -0.183
C 3.6421 3.6733 -0.4155 -0.194
C 2.9817 2.4139 -0.7797 0.007
C 1.4956 2.3412 -1.2617 -0.086
C 1.1342 2.3777 -2.6716 -0.142
C -0.3064 2.2553 -2.9973 -0.228
C -1.2884 2.1131 -1.9100 -0.208
C -0.9139 2.0804 -0.4963 -0.216
C 0.5040 2.2000 -0.1737 -0.218
H 4.1366 -1.6111 0.3005 0.413
H 6.8419 2.3002 0.5461 0.246
H 5.4974 4.5990 0.3505 0.227
H 3.1041 4.6491 -0.5016 0.240
H 1.9017 2.4542 -3.4833 0.220
H -0.6598 2.2580 -4.0600 0.224
H -2.3641 1.9884 -2.1668 0.228
H -1.6246 1.9486 0.3517 0.225
H 0.8489 2.1863 0.8914 0.223
C -1.0553 -2.5553 3.8753 -0.255
O -1.2270 -1.1472 3.9365 -0.553
C -0.0889 -0.4802 4.4715 -0.088
C 0.7505 0.1507 3.3720 -0.087
O 1.3504 -0.8373 2.5437 -0.560
C 0.6629 -1.0040 1.3088 -0.263
H -1.8511 -2.9665 3.2538 0.191
H -0.0920 -2.8268 3.4360 0.181
H -1.1351 -2.9813 4.8804 0.168
H 0.5142 -1.1644 5.0774 0.177
H -0.4616 0.3115 5.1291 0.184
H 1.5649 0.7179 3.8346 0.184
H 0.1475 0.8481 2.7788 0.171
H 0.8785 -0.1635 0.6473 0.189
H -0.4176 -1.0887 1.4532 0.175
H 1.0234 -1.9203 0.8399 0.192
C -3.3366 -0.8542 -0.2319 -0.256
O -3.0886 -0.7765 -1.6274 -0.556
C -2.8680 -2.0550 -2.2135 -0.089
C -4.1046 -2.5497 -2.9466 -0.089
O -5.1716 -2.8200 -2.0446 -0.552
C -6.1431 -1.7861 -2.0256 -0.255
H -3.7196 0.1120 0.0986 0.186
H -4.0756 -1.6238 0.0058 0.182
H -2.4021 -1.0645 0.2983 0.170
H -2.5475 -2.7791 -1.4574 0.177
H -2.0530 -1.9396 -2.9348 0.189
H -3.8614 -3.4930 -3.4459 0.185
H -4.4119 -1.8307 -3.7148 0.174
H -6.7547 -1.8322 -2.9330 0.167
H -5.6835 -0.7977 -1.9439 0.178
H -6.7878 -1.9423 -1.1599 0.190
```

Relative energy (zero: lowest compared OMol25 entry of this formula, charge and spin) ... 587.0 kJ/mol
HOMO energy ... -8.99 eV
Structure (SMILES) ... O=C1NC(=O)c2c1cccc2-c1ccccc1.COCCOC.COCCOC


# 2
DFT (ωB97M-V/def2-TZVPD) results for the ion C3H5N4O with charge -1.

The geometry in XYZ format:
```
13
Properties=species:S:1:pos:R:3:nbo_charge:R:1
C 1.8141 0.2901 -0.5350 -0.615
C 0.9624 -0.1352 0.5944 -0.217
N -0.4665 -0.2829 0.2860 -0.045
N -1.1248 -1.3014 0.5626 -0.064
N -2.3803 -1.1507 0.2277 -0.408
C -2.4525 0.2583 -0.2025 0.593
O -3.4906 0.8417 -0.5644 -0.764
N -1.2377 0.8469 -0.1006 -0.498
H 1.2827 1.0598 -0.9786 0.233
H 2.8721 0.6019 -0.2436 0.200
H 1.8930 -0.4830 -1.4634 0.192
H 1.2700 -1.1666 0.9569 0.204
H 1.0578 0.6210 1.4606 0.189
```

Relative energy (zero: lowest compared OMol25 entry of this formula, charge and spin) ... 25.3 kJ/mol
Total charge ... -1
HOMO energy ... -3.28 eV
Structure (SMILES) ... CCn1nnc([O-])n1


# 3
DFT (ωB97M-V/def2-TZVPD) results for a structure of composition C32H40MgSSbSi.

The geometry in XYZ format:
```
76
Properties=species:S:1:pos:R:3:mulliken_charge:R:1
Mg 0.0328 -1.1805 1.0866 0.885
C -0.3638 -4.9628 3.1092 -1.684
C -1.3876 -4.1863 2.2933 0.835
C -1.1581 -4.3994 0.7983 -1.271
C -1.4261 -2.7033 2.6096 -0.414
C -0.4246 -2.0686 3.3399 0.011
C -0.4445 -0.6807 3.5486 -1.044
C -1.4793 0.1071 3.0522 0.944
C -1.5070 1.5972 3.2339 -1.289
C -2.5078 -0.5446 2.3710 -0.353
C -2.4826 -1.9059 2.1495 -0.350
H -0.4378 -6.0241 2.8778 0.435
H -0.5052 -4.8471 4.1826 0.413
H 0.6594 -4.6610 2.8666 0.306
H -2.3829 -4.5715 2.5433 0.416
H -0.1449 -4.0837 0.5110 0.211
H -1.8689 -3.8586 0.1707 0.292
H -1.2231 -5.4564 0.5405 0.456
H 0.4016 -2.6457 3.7312 0.324
H 0.3759 -0.2144 4.0806 0.286
H -2.3244 1.8855 3.8951 0.439
H -1.6642 2.1090 2.2798 0.009
H -0.5787 1.9625 3.6672 0.389
H -3.3114 0.0420 1.9427 0.416
H -3.2654 -2.3620 1.5573 0.470
S -1.4780 -1.1399 -0.9078 -0.598
Sb -0.8846 0.8617 -1.8715 1.393
C 1.0541 0.9729 -2.5596 0.415
C 1.4797 -0.0701 -3.3824 -0.704
C 2.7679 -0.0549 -3.8948 -0.663
C 3.6198 0.9978 -3.5959 -0.529
C 3.1901 2.0436 -2.7942 -0.754
C 1.9051 2.0356 -2.2696 -0.167
C -1.3228 2.4850 -0.6490 0.736
C -2.6309 2.9700 -0.7028 -0.601
C -3.0054 4.0459 0.0901 -0.701
C -2.0784 4.6517 0.9227 -0.508
C -0.7736 4.1842 0.9717 -0.843
C -0.3947 3.1015 0.1904 0.021
C -2.0886 1.0887 -3.5498 0.447
C -3.2934 0.4008 -3.6486 -0.424
C -4.0899 0.5765 -4.7707 -0.655
C -3.6840 1.4304 -5.7846 -0.455
C -2.4789 2.1117 -5.6864 -0.685
C -1.6762 1.9424 -4.5692 -0.432
H 0.8257 -0.9017 -3.6171 0.426
H 3.1043 -0.8657 -4.5251 0.431
H 4.6241 1.0054 -3.9948 0.418
H 3.8547 2.8664 -2.5742 0.456
H 1.5841 2.8614 -1.6545 0.430
H -3.3605 2.5306 -1.3726 0.441
H -4.0195 4.4156 0.0418 0.432
H -2.3685 5.4959 1.5315 0.424
H -0.0533 4.6631 1.6185 0.435
H 0.6225 2.7524 0.2494 -0.125
H -3.6062 -0.2812 -2.8671 0.352
H -5.0239 0.0408 -4.8555 0.407
H -4.3029 1.5595 -6.6596 0.396
H -2.1621 2.7700 -6.4813 0.405
H -0.7327 2.4716 -4.5088 0.364
C 3.2844 -2.5592 2.0436 -0.965
Si 3.3521 -0.7581 1.5462 0.053
C 3.4614 0.2602 3.1008 -0.946
C 4.8877 -0.4945 0.5372 -1.089
C 1.8406 -0.3137 0.6112 0.411
H 4.2072 -2.9252 2.4906 0.494
H 3.0829 -3.1792 1.1655 0.289
H 2.4846 -2.7279 2.7722 0.133
H 4.3814 0.0882 3.6559 0.405
H 2.6291 0.0406 3.7738 0.225
H 3.4182 1.3228 2.8541 0.285
H 5.7985 -0.7109 1.0958 0.326
H 4.9442 0.5398 0.1922 0.291
H 4.8796 -1.1361 -0.3453 0.305
H 1.9412 -0.5790 -0.4504 0.212
H 1.7024 0.7658 0.6492 -0.545
```

Total charge ... +1
HOMO energy ... -10.88 eV


| no. | lowest unoccupied orbital energy (eV) | Kohn-Sham gap (eV) | F_max (eV/A) |
| --- | --- | --- | --- |
| 1 | -0.6 | 8.4 | 3.3 |
| 2 | 3.7 | 7.0 | 4.8 |
| 3 | -2.3 | 8.6 | 0.6 |